The following is a quantum chemistry calculation of a 2-piece molecular cluster, C28H34N5O3S overall at a distorted geometry, from the Open Molecules 2025 dataset.

Structure (XYZ):
```
71
C28H34N5O3S (wB97M-V/def2-TZVPD)
C -1.88979 -4.40902 -2.46949
C -1.65043 -2.96022 -2.01978
N -0.32808 -2.48947 -2.10444
C 0.61381 -3.36251 -2.03626
N 0.47011 -4.74271 -1.88670
C -0.86782 -5.34773 -1.84261
C 1.71646 -5.54462 -1.88492
C 2.85922 -4.65277 -2.35881
S 2.34482 -2.95486 -2.15219
H -2.91003 -4.72259 -2.20432
H -1.82663 -4.47038 -3.56266
H -2.27317 -2.28230 -2.62190
H -1.99017 -2.83836 -0.98244
H -1.11494 -5.53510 -0.79359
H -0.84948 -6.32040 -2.34482
H 1.89335 -5.89108 -0.85966
H 1.60257 -6.43713 -2.51363
H 3.78839 -4.82719 -1.80605
H 3.07155 -4.81468 -3.42007
C 2.72657 4.03521 2.28170
N 1.97566 2.83631 1.95235
C 2.19439 1.66664 2.64286
O 2.98568 1.50679 3.54791
C 1.24055 0.63112 2.06942
C 0.30518 0.08508 3.15174
C 1.02940 -0.60310 4.27243
C 0.97061 -0.11271 5.57035
C 1.65876 -0.73796 6.58968
C 2.41756 -1.85814 6.32716
C 2.47563 -2.36033 5.04534
C 1.78509 -1.73917 4.02640
N 0.49380 1.30241 0.95629
C -0.42585 0.70834 0.15023
C -1.11215 1.38100 -0.84017
C -2.09140 0.84699 -1.64015
C -2.75199 1.60275 -2.64777
C -2.41296 2.94135 -2.90157
C -3.04758 3.66545 -3.88203
N -2.66572 5.04803 -4.11937
O -3.24470 5.67756 -5.02286
O -1.77365 5.54615 -3.40689
C -4.04552 3.07533 -4.64050
C -4.40327 1.76093 -4.40837
C -3.77164 1.02916 -3.42926
C 0.94925 2.73438 0.87342
C -0.19821 3.68881 1.18749
C 1.62651 3.01445 -0.46387
H 3.39671 3.81930 3.11295
H 3.32109 4.35686 1.42873
H 2.05226 4.83847 2.57349
H 1.83175 -0.18372 1.63195
H -0.27556 0.92060 3.55372
H -0.42691 -0.60290 2.71530
H 0.39385 0.77252 5.78154
H 1.60566 -0.34961 7.59340
H 2.95976 -2.34424 7.12187
H 3.06241 -3.23904 4.83631
H 1.83962 -2.13081 3.02490
H -0.62545 -0.33779 0.29344
H -0.87004 2.41137 -0.99500
H -2.37008 -0.17903 -1.48946
H -1.64596 3.44116 -2.34109
H -4.52725 3.65882 -5.40730
H -5.18295 1.30982 -5.00038
H -4.05570 0.00724 -3.24896
H -0.57380 3.50407 2.19208
H 0.14235 4.72014 1.13973
H -1.03498 3.58217 0.50291
H 2.49320 2.36625 -0.58036
H 0.97253 2.84233 -1.31423
H 1.96775 4.04632 -0.50321
```

The calculation puts the electronic energy at -1984.72467 Ha. For the energy above the lowest of the compared OMol25 structures with the same formula, charge and spin, the calculation gives 0.0 kcal/mol. Its charge is +1. The value obtained for the gap between HOMO and LUMO is 5.94 eV.